An isolated ion of composition C2H3ClN and charge +1 at a distorted geometry. Source: OMol25; level of theory: ωB97M-V with the def2-TZVPD basis set.

Each line ends with the Löwdin charge.
Atoms and positions in Å:
N  0.16625  -0.25200  -0.03589  0.10
C  1.50620  -0.10871  -0.32143  -0.07
C  2.79027  -0.45896  0.21713  -0.56
Cl  4.33916  -0.36345  0.04408  0.90
H  -0.34068  0.72214  0.23945  0.25
H  -0.02953  -0.90328  0.73676  0.19
H  -0.48579  -0.46493  -0.81581  0.19

Forces on atoms 1 to 3 (eV/Å):
N -3.97 2.54 1.29
C 10.47 -2.33 3.10
C -10.95 2.69 -4.11

Properties
**Relative energy (zero: lowest compared OMol25 entry of this formula, charge and spin)**: 242.2 kJ/mol
**Total charge**: +1
**SMILES**: [NH3+]C#CCl
**Multiplicity**: 1
**LUMO energy**: -5.55 eV
**HOMO level**: -14.3291 eV
**Frontier orbital gap**: 8.8 eV
**DFT total energy**: -592.50249 a.u.